The following is a DFT calculation (ωB97M-V/def2-TZVPD) of a cluster of 10 separate species, C23H45Cl18NO3 in total.

The structure (SMILES) is O=C([O-])[C@H]1C[NH2+]CCO1.ClCCCl.ClCCCl.ClCCCl.ClCCCl.ClCCCl.ClCCCl.ClCCCl.ClCCCl.ClCCCl. The HOMO energy is -0.2617 hartree. The value obtained for the strongest force on any atom is 6.1 eV/A. Its relative energy (zero: lowest compared OMol25 entry of this formula, charge and spin) is 2.182 eV. Its frontier orbital gap is 7.078 eV. Its calculated total energy is -9467.22566 a.u.

Each atom is followed by the atoms it is bonded to, with distances in Å.
Geometry (Å):
1 O 1.788 0.847 5.530  C2 1.272
2 C 0.841 0.384 4.819  O1 1.272, O3 1.386, C4 1.621
3 O -0.474 0.676 5.147  C2 1.386
4 C 1.050 -0.595 3.544  C2 1.621, C5 1.600, O9 1.450, H10 1.154
5 C 1.159 0.235 2.181  C4 1.600, N6 1.519, H11 1.155, H12 1.152
6 N 1.734 -0.566 1.026  C5 1.519, C7 1.522, H13 1.044, H14 1.037
7 C 1.453 -2.042 1.263  N6 1.522, C8 1.611, H15 1.156, H16 1.155
8 C 2.282 -2.431 2.588  C7 1.611, O9 1.448, H17 1.157, H18 1.159
9 O 2.211 -1.457 3.657  C4 1.450, C8 1.448
10 H 0.112 -1.266 3.521  C4 1.154
11 H 1.897 1.109 2.345  C5 1.155
12 H 0.154 0.665 1.816  C5 1.152
13 H 2.775 -0.493 1.048  N6 1.044
14 H 1.320 -0.307 0.110  N6 1.037
15 H 1.762 -2.686 0.354  C7 1.156
16 H 0.318 -2.211 1.402  C7 1.155
17 H 1.956 -3.460 3.004  C8 1.157
18 H 3.392 -2.486 2.260  C8 1.159
19 Cl 0.826 3.419 2.050  C20 1.782
20 C 1.647 3.766 3.594  Cl19 1.782, C21 1.512, H23 1.092, H24 1.092
21 C 2.583 4.949 3.489  C20 1.512, Cl22 1.781, H25 1.092, H26 1.092
22 Cl 3.992 4.579 2.464  C21 1.781
23 H 2.176 2.862 3.906  C20 1.092
24 H 0.866 3.972 4.328  C20 1.092
25 H 2.965 5.207 4.479  C21 1.092
26 H 2.084 5.828 3.079  C21 1.092
27 Cl 4.923 1.118 3.511  C28 1.780
28 C 5.750 1.456 5.051  Cl27 1.780, C29 1.515, H31 1.091, H32 1.092
29 C 6.712 2.620 4.938  C28 1.515, Cl30 1.783, H33 1.092, H34 1.092
30 Cl 8.123 2.230 3.920  C29 1.783
31 H 6.257 0.544 5.371  C28 1.091
32 H 4.972 1.686 5.783  C28 1.092
33 H 7.097 2.880 5.926  C29 1.092
34 H 6.226 3.504 4.519  C29 1.092
35 Cl 3.953 2.581 -0.764  C36 1.783
36 C 5.221 3.374 -1.736  Cl35 1.783, C37 1.516, H39 1.091, H40 1.092
37 C 6.557 3.401 -1.020  C36 1.516, Cl38 1.781, H41 1.092, H42 1.092
38 Cl 6.541 4.485 0.392  C37 1.781
39 H 4.878 4.380 -1.984  C36 1.091
40 H 5.310 2.805 -2.664  C36 1.092
41 H 7.331 3.772 -1.695  C37 1.092
42 H 6.850 2.406 -0.680  C37 1.092
43 Cl 8.453 -1.577 0.119  C44 1.782
44 C 7.417 -1.947 1.520  Cl43 1.782, C45 1.515, H47 1.092, H48 1.092
45 C 6.025 -2.379 1.103  C44 1.515, Cl46 1.782, H49 1.092, H50 1.091
46 Cl 5.096 -1.038 0.386  C45 1.782
47 H 7.388 -1.065 2.163  C44 1.092
48 H 7.905 -2.754 2.070  C44 1.092
49 H 5.466 -2.722 1.976  C45 1.092
50 H 6.057 -3.194 0.378  C45 1.091
51 Cl -1.577 6.149 4.220  C52 1.782
52 C -2.818 5.009 3.641  Cl51 1.782, C53 1.515, H55 1.091, H56 1.092
53 C -2.825 4.889 2.131  C52 1.515, Cl54 1.783, H57 1.092, H58 1.091
54 Cl -3.397 6.380 1.340  C53 1.783
55 H -3.785 5.340 4.023  C52 1.091
56 H -2.589 4.040 4.089  C52 1.092
57 H -3.502 4.089 1.827  C53 1.092
58 H -1.831 4.660 1.742  C53 1.091
59 Cl -2.012 -3.345 0.004  C60 1.783
60 C -2.184 -2.582 -1.598  Cl59 1.783, C61 1.514, H63 1.089, H64 1.091
61 C -0.865 -2.058 -2.125  C60 1.514, Cl62 1.784, H65 1.091, H66 1.091
62 Cl -0.276 -0.658 -1.188  C61 1.784
63 H -2.928 -1.790 -1.517  C60 1.089
64 H -2.574 -3.347 -2.272  C60 1.091
65 H -0.984 -1.720 -3.155  C61 1.091
66 H -0.091 -2.827 -2.107  C61 1.091
67 Cl -4.519 -3.325 -4.315  C68 1.784
68 C -4.554 -1.860 -5.332  Cl67 1.784, C69 1.515, H71 1.095, H72 1.092
69 C -3.353 -0.968 -5.089  C68 1.515, Cl70 1.783, H73 1.092, H74 1.092
70 Cl -3.394 -0.213 -3.474  C69 1.783
71 H -5.494 -1.332 -5.138  C68 1.095
72 H -4.562 -2.196 -6.371  C68 1.092
73 H -3.341 -0.155 -5.817  C69 1.092
74 H -2.416 -1.521 -5.181  C69 1.092
75 Cl -7.114 -0.327 -6.006  C76 1.782
76 C -8.363 -1.462 -6.580  Cl75 1.782, C77 1.515, H79 1.091, H80 1.092
77 C -8.374 -1.585 -8.091  C76 1.515, Cl78 1.781, H81 1.092, H82 1.091
78 Cl -8.941 -0.093 -8.882  C77 1.781
79 H -9.327 -1.126 -6.197  C76 1.091
80 H -8.137 -2.432 -6.132  C76 1.092
81 H -9.056 -2.382 -8.392  C77 1.092
82 H -7.382 -1.820 -8.482  C77 1.091
83 Cl -6.379 -4.479 -1.313  C84 1.781
84 C -7.624 -5.619 -1.881  Cl83 1.781, C85 1.515, H87 1.091, H88 1.092
85 C -7.639 -5.746 -3.390  C84 1.515, Cl86 1.782, H89 1.092, H90 1.091
86 Cl -8.214 -4.257 -4.183  C85 1.782
87 H -8.590 -5.285 -1.496  C84 1.091
88 H -7.395 -6.586 -1.430  C84 1.092
89 H -8.320 -6.546 -3.688  C85 1.092
90 H -6.648 -5.978 -3.784  C85 1.091